1.
C20H30N6O5S2 | ωB97M-V/def2-TZVPD

XYZ file:
```
63
Properties=species:S:1:pos:R:3:mulliken_charge:R:1
N 2.06364 -4.04823 -2.73827 -0.64
S 0.69957 -3.15051 -3.01271 1.22
O 0.22918 -3.65393 -4.30517 -0.66
O -0.15641 -3.54000 -1.88734 -0.59
C 1.21355 -1.40909 -2.96735 0.35
N 0.74333 -0.48121 -3.76188 -0.72
N 1.21884 0.75801 -3.45380 -0.09
C 2.04645 0.78295 -2.44227 0.37
N 2.58753 1.95269 -1.90349 -0.02
C 2.56377 3.19895 -2.50310 0.55
O 2.30863 3.35932 -3.68572 -0.58
C 2.91077 4.43023 -1.67083 -0.57
C 1.84775 5.53362 -1.80054 -1.16
C 0.47667 5.02742 -1.41596 0.31
C 0.13415 4.81428 -0.07189 -0.05
C -1.13640 4.33368 0.26835 -0.55
C -2.07531 4.06499 -0.73287 -0.47
C -1.74181 4.27381 -2.07377 -0.69
C -0.47227 4.75080 -2.41158 -0.28
S 2.31589 -0.81158 -1.76290 -0.11
H 2.18004 -4.58762 -3.58648 0.32
H 1.81359 -4.65252 -1.96523 0.31
H 2.89996 1.91975 -0.94290 0.31
H 3.87765 4.81438 -2.00596 0.38
H 3.00924 4.14491 -0.62075 0.28
H 1.83019 5.90058 -2.83302 0.36
H 2.11691 6.38065 -1.16182 0.45
H 0.85097 5.02744 0.71520 0.42
H -1.39748 4.17457 1.31065 0.42
H -3.06235 3.69377 -0.47310 0.44
H -2.46139 4.05776 -2.85832 0.38
H -0.21888 4.89005 -3.45950 0.31
C -0.61272 -6.37208 2.37744 -0.96
N -0.99711 -5.00041 2.05351 -0.09
C -0.13602 -3.99407 1.85444 0.04
O 1.07664 -4.15421 1.94686 -0.69
C -0.73665 -2.61130 1.50732 -0.26
C 0.25945 -1.43858 1.66962 -1.12
C -0.30651 -0.02203 1.43994 1.06
C 0.82368 1.00706 1.52335 -1.39
C -0.99599 0.14239 0.08249 -0.86
N -2.00622 -2.33323 2.20351 0.07
C -2.18616 -2.35834 3.52647 0.70
C -3.57837 -2.04248 4.02017 -1.29
O -1.30176 -2.61684 4.32843 -0.63
H -1.44389 -7.05173 2.18751 0.35
H -0.32816 -6.43360 3.42925 0.31
H 0.24017 -6.67028 1.76456 0.28
H -1.97688 -4.77963 2.00350 0.24
H -0.97473 -2.67348 0.44520 0.69
H 0.66601 -1.47705 2.68178 0.40
H 1.08539 -1.60508 0.97798 0.27
H -1.02970 0.20840 2.22259 0.20
H 0.41597 2.00867 1.38930 0.37
H 1.29314 0.94843 2.50612 0.47
H 1.56843 0.81025 0.75604 0.02
H -0.32228 -0.13026 -0.72571 -0.06
H -1.30636 1.17863 -0.05220 0.16
H -1.88254 -0.48689 0.02903 0.39
H -2.80241 -2.09727 1.63400 0.32
H -3.90390 -1.08730 3.61273 0.35
H -4.25909 -2.83299 3.71097 0.31
H -3.55741 -1.98466 5.10809 0.34
```

Total charge ... 0
2S+1 ... 1
Orbital gap ... 9.00 eV
LUMO level ... -0.39 eV
E_tot ... -2281.22279 hartree
SMILES string ... NS(=O)(=O)c1nnc(NC(=O)CCc2ccccc2)s1.CNC(=O)[C@H](CC(C)C)NC(C)=O


2.
C11H11NO | ωB97M-V/def2-TZVPD

XYZ file:
```
24
Properties=species:S:1:pos:R:3:mulliken_charge:R:1
C -2.02601 -1.20357 -2.75317 0.33
C 1.03110 -0.00708 3.20595 -0.22
C 1.85690 0.64030 2.30345 -0.60
C -0.22833 -0.36138 2.89511 -0.71
C 1.41739 0.82791 1.00026 -0.39
C -0.68071 -0.24584 1.60900 -0.25
C 0.14864 0.38104 0.57765 0.73
C -1.78175 0.64093 -1.13174 -1.09
C -2.18429 -0.69774 -1.49346 -0.27
C -0.27758 0.63883 -0.79020 0.49
C 1.52138 -0.15837 -2.15593 -0.87
N -1.87224 -1.72806 -3.83345 -0.49
O 0.49375 0.82439 -1.81802 -0.41
H 1.27558 -0.05746 4.29618 0.29
H 2.91252 0.59080 2.57723 0.31
H -0.77207 -0.92170 3.69330 0.29
H 2.17415 1.34017 0.40169 0.32
H -1.70078 -0.38497 1.35108 0.33
H -1.84054 1.22804 -2.03040 0.36
H -2.21570 1.14927 -0.28435 0.50
H -2.49324 -1.39772 -0.67876 0.31
H 2.46052 0.15730 -1.88086 0.38
H 1.33109 -0.06861 -3.21616 0.33
H 1.45023 -1.18648 -1.84440 0.34
```

Relative energy (zero: lowest compared OMol25 entry of this formula, charge and spin) ... 0.0 kJ/mol
Total charge ... 0
2S+1 ... 3
Orbital gap (spin up / spin down) ... 7.49 / 8.04 eV
LUMO level (spin up / spin down) ... 0.74 / -1.39 eV
E_tot ... -555.57804 hartree


3.
C20H22BNO5 | ωB97M-V/def2-TZVPD

XYZ file:
```
49
Properties=species:S:1:pos:R:3:mulliken_charge:R:1
C -0.31903 -0.36767 3.43110 -1.49
C 0.75899 -0.58952 2.39015 0.80
C 1.93934 0.18747 2.26700 -0.48
C 2.85065 -0.09550 1.25671 -0.77
C 2.69282 -1.20034 0.39462 0.61
O 3.77355 -1.49855 -0.43472 -0.53
C 3.52963 -2.24411 -1.63687 -0.46
C 2.87577 -1.43031 -2.79868 -0.66
C 1.45039 -0.93826 -2.48063 0.49
O 0.62681 -1.74734 -2.12851 -0.59
N 1.18703 0.40119 -2.58417 -0.12
C -0.13378 0.87418 -2.29154 -0.59
C -0.36716 1.11056 -0.77907 0.00
C -1.48580 0.29516 -0.23853 0.77
C -1.68539 -1.05633 -0.45082 -0.91
O -2.64301 -1.57987 0.38531 -0.44
C -3.07875 -0.54226 1.18024 0.01
C -3.92588 -0.51547 2.30330 -0.98
C -4.05182 0.65358 2.98947 -0.49
C -3.32215 1.79270 2.62302 -0.77
C -2.56615 1.84010 1.48561 -0.34
C -2.38744 0.62652 0.82182 0.53
B -0.28549 2.18432 -3.10459 0.53
O -0.43070 3.38106 -2.37176 -0.61
O -0.24770 2.13861 -4.47884 -0.57
C 1.51951 -1.95423 0.51299 -0.21
C 0.57381 -1.59968 1.46992 -0.62
H 0.12842 -0.11056 4.41029 0.52
H -0.96321 0.48178 3.21198 0.10
H -0.95034 -1.25904 3.55396 0.35
H 2.01793 1.04248 2.92695 0.39
H 3.78722 0.43484 1.26539 0.44
H 2.89965 -3.14650 -1.42707 0.23
H 4.51673 -2.59741 -1.96989 0.43
H 3.50937 -0.58408 -3.00813 0.27
H 2.84264 -1.97965 -3.74342 0.36
H 1.85166 1.11363 -2.89675 0.27
H -0.85079 0.19314 -2.68773 0.41
H 0.56995 0.85297 -0.23481 -0.33
H -0.55062 2.15148 -0.58164 0.51
H -1.13144 -1.64108 -1.15036 0.88
H -4.46201 -1.37979 2.63694 0.46
H -4.73138 0.68706 3.84183 0.37
H -3.43076 2.69428 3.16626 0.46
H -2.08300 2.74017 1.15606 0.47
H -0.65607 4.27430 -2.71449 0.29
H -0.23959 2.94237 -5.03256 0.29
H 1.35143 -2.81341 -0.07613 0.33
H -0.27386 -2.22304 1.62082 0.37
```

Relative energy (zero: lowest compared OMol25 entry of this formula, charge and spin) ... 99.7 kJ/mol
Total charge ... 0
2S+1 ... 1
Orbital gap ... 7.65 eV
LUMO level ... -0.02 eV
E_tot ... -1231.22168 hartree
SMILES string ... Cc1ccc(OCCC(=O)N[C@@H](Cc2coc3ccccc23)B(O)O)cc1


4.
H20O10 | ωB97M-V/def2-TZVPD

XYZ file:
```
30
Properties=species:S:1:pos:R:3:mulliken_charge:R:1
O -7.33192 3.78352 -2.33140 -0.68
H -7.14307 3.41025 -3.19339 0.37
H -7.99911 4.42158 -2.55700 0.30
O -5.92016 1.99500 -8.55641 -0.67
H -4.97382 2.10664 -8.57795 0.24
H -6.23809 2.89599 -8.45426 0.36
O -8.77558 2.10306 -8.25707 -0.65
H -8.11136 1.53001 -7.90368 0.38
H -8.54018 2.17664 -9.20168 0.31
O -7.16345 0.72526 -6.53887 -0.78
H -7.22906 -0.19644 -6.48648 0.29
H -6.47765 1.01606 -7.17501 0.42
O -3.91668 2.09426 -6.35598 -0.52
H -3.83354 1.17707 -6.64972 0.30
H -3.40040 2.60945 -6.94175 0.25
O -3.30169 1.31377 -3.22002 -0.70
H -4.18360 0.97756 -3.41951 0.40
H -2.68486 1.15349 -3.93904 0.28
O -5.82670 0.59051 -3.92692 -0.64
H -5.78808 0.25689 -4.83320 0.30
H -6.73284 0.51495 -3.74011 0.29
O -6.32863 3.06867 -4.98747 -0.48
H -6.88296 2.65121 -5.69428 0.34
H -5.62277 2.42568 -4.84911 0.19
O -4.93073 5.51544 -6.06396 -0.62
H -4.13192 5.07654 -6.32545 0.27
H -5.55690 4.81388 -5.86065 0.36
O -4.78415 3.13869 -1.63519 -0.66
H -5.57658 3.53147 -1.98388 0.38
H -4.40826 2.61102 -2.38591 0.34
```

Relative energy (zero: lowest compared OMol25 entry of this formula, charge and spin) ... 297.6 kJ/mol
Total charge ... 0
2S+1 ... 1
Orbital gap ... 8.78 eV
LUMO level ... -0.87 eV
E_tot ... -764.36855 hartree
SMILES string ... O.O.O.O.O.O.O.O.O.O


5.
C4H5NO | ωB97M-V/def2-TZVPD

XYZ file:
```
11
Properties=species:S:1:pos:R:3:mulliken_charge:R:1
C -1.81937 -0.10044 0.11798 -1.00
C -0.33462 -0.36526 0.14547 0.57
N 0.35230 -1.34742 0.46139 -0.08
O 1.60457 -1.44874 0.44319 -0.41
C 2.13640 0.37762 -0.22838 -0.24
C 1.01048 0.94640 -0.37486 -0.48
H -2.42710 -1.01637 0.12884 0.31
H -2.12781 0.51398 0.97236 0.26
H -2.06390 0.44660 -0.79712 0.29
H 3.18699 0.14700 -0.20171 0.43
H 0.48205 1.84662 -0.66715 0.35
```

Relative energy (zero: lowest compared OMol25 entry of this formula, charge and spin) ... 500.2 kJ/mol
Total charge ... 0
2S+1 ... 1
Orbital gap ... 10.03 eV
LUMO level ... 0.69 eV
E_tot ... -285.22406 hartree


6.
C8H10N2O | ωB97M-V/def2-TZVPD

XYZ file:
```
21
Properties=species:S:1:pos:R:3:mulliken_charge:R:1
N 1.84888 1.46197 -0.80371 -0.64
C 1.40024 0.32942 -0.21707 0.79
C -0.24849 0.00521 -0.31607 0.27
C -0.76971 -1.26138 -0.14159 -0.36
C -2.14481 -1.43885 0.17772 -0.49
C -2.97398 -0.31884 0.10534 -0.32
C -2.35908 0.94251 -0.13679 -0.42
N -1.02039 1.09925 -0.12197 0.55
O -0.56914 2.31353 0.01934 -0.72
C 2.03997 -0.15680 1.11471 -0.62
C 2.25527 -0.87526 -0.22024 -0.88
H 1.59383 1.48918 -1.79440 0.24
H 1.55575 2.38192 -0.50854 0.32
H -0.26069 -2.16787 -0.07588 0.28
H -2.57635 -2.48861 0.44305 0.28
H -4.11816 -0.30902 0.29116 0.29
H -2.91404 1.84623 -0.42518 0.37
H 1.24466 -0.62839 1.80654 0.23
H 2.97289 0.32498 1.65169 0.26
H 3.14676 -0.62615 -0.58653 0.39
H 1.89660 -1.92303 -0.26157 0.17
```

Relative energy (zero: lowest compared OMol25 entry of this formula, charge and spin) ... 476.0 kJ/mol
Total charge ... 0
2S+1 ... 1
Orbital gap (spin up / spin down) ... 8.87 / 8.87 eV
LUMO level (spin up / spin down) ... 0.39 / 0.38 eV
E_tot ... -495.43230 hartree
SMILES string ... NC1(c2cccc[n+]2[O-])CC1


> 2S+1 of number 6 (C8H10N2O)?

1


> Among the records above, which one has the lowest E_tot?

C20H30N6O5S2


> Look up the total charge of the sixth one.

0